Entry from OMol25: an isolated molecule of C4H7NO (ωB97M-V/def2-TZVPD).

gap between HOMO and LUMO: 0.381 hartree
relative energy (zero: lowest compared OMol25 entry of this formula, charge and spin): 1.7041 eV
energy: -7797.940 eV
strongest force on any atom: 0.5 eV Å⁻¹
molecular weight: 85.11 g mol⁻¹
E_HOMO: -9.440 eV

XYZ file:
```
13
Properties=species:S:1:pos:R:3:lowdin_charge:R:1
C 0.689 1.242 0.716 -0.07
C 0.186 -0.916 -1.436 -0.27
C -0.524 -1.276 -0.145 -0.22
N -1.334 -0.227 0.435 0.02
C -0.762 0.850 0.790 -0.22
O 0.038 0.111 -2.049 0.05
H 0.805 2.051 -0.014 0.09
H 1.023 1.621 1.689 0.08
H 1.350 0.426 0.413 0.06
H 0.888 -1.699 -1.797 0.12
H -1.170 -2.134 -0.381 0.12
H 0.230 -1.660 0.561 0.12
H -1.420 1.612 1.218 0.11
```